Here is 6 unconnected molecules or ions with the total composition C51H99BCl2IN3O5 from the Open Molecules 2025 dataset. Energies are from ωB97M-V/def2-TZVPD.

CARTESIAN COORDINATES (ANGSTROEM)
C -0.790 0.157 0.950
C -1.829 -0.949 0.890
O -3.113 -0.397 0.659
C -3.988 -1.293 -0.015
C -5.408 -0.863 0.254
O -5.921 0.111 -0.658
C -5.262 1.322 -0.573
C -5.623 2.251 0.377
C -6.789 1.957 1.272
C -8.192 2.107 0.591
C -8.149 2.383 -0.905
I -10.121 2.885 -1.623
C -4.861 3.464 0.451
C -5.167 4.493 1.516
Cl -4.816 3.816 3.141
C -6.607 5.053 1.397
C -6.572 6.516 0.942
C -3.836 3.682 -0.448
Cl -2.883 5.143 -0.400
C -3.497 2.746 -1.461
N -2.498 3.039 -2.347
C -2.287 2.127 -3.258
C -1.236 2.407 -4.305
C -0.462 3.695 -4.049
C -1.323 4.896 -4.315
O -1.923 5.018 -5.336
O -1.376 5.833 -3.330
C -3.003 0.893 -3.317
B -2.731 -0.212 -4.432
N -2.925 0.001 -5.864
O -2.323 -1.445 -4.002
N -3.949 0.613 -2.455
C -4.223 1.560 -1.512
H 0.136 -0.163 0.478
H -1.132 1.032 0.404
H -0.589 0.452 1.974
H -1.585 -1.607 0.054
H -1.824 -1.516 1.824
H -3.754 -1.369 -1.076
H -3.840 -2.289 0.420
H -5.442 -0.527 1.289
H -6.065 -1.727 0.193
H -6.798 2.593 2.144
H -6.753 0.951 1.665
H -8.746 2.901 1.085
H -8.772 1.199 0.727
H -7.528 3.219 -1.193
H -7.879 1.479 -1.432
H -4.516 5.341 1.411
H -7.176 4.926 2.313
H -7.106 4.513 0.603
H -6.362 6.556 -0.124
H -7.549 6.971 1.080
H -5.818 7.078 1.485
H -0.557 1.570 -4.429
H -1.788 2.563 -5.232
H 0.349 3.736 -4.775
H -0.051 3.722 -3.047
H -2.155 5.640 -2.788
H -2.090 0.329 -6.331
H -3.692 0.632 -6.061
H -2.844 -2.139 -4.420
C -2.575 -5.619 -1.223
C -2.944 -6.394 0.039
C -2.623 -5.640 1.328
C -1.141 -5.327 1.541
C -0.214 -6.541 1.553
C -0.514 -7.522 2.683
H -1.503 -5.427 -1.282
H -2.857 -6.180 -2.115
H -3.095 -4.658 -1.255
H -2.443 -7.366 0.033
H -4.017 -6.605 0.021
H -3.001 -6.215 2.178
H -3.180 -4.697 1.333
H -1.036 -4.792 2.491
H -0.803 -4.631 0.767
H 0.814 -6.188 1.659
H -0.261 -7.062 0.593
H -0.440 -7.030 3.655
H 0.196 -8.349 2.672
H -1.514 -7.949 2.594
C -0.550 1.261 7.942
C -1.363 0.095 7.388
C -0.932 -0.334 5.986
C -1.093 0.737 4.906
C -2.511 1.282 4.742
C -3.525 0.224 4.317
H -0.669 2.161 7.337
H -0.871 1.505 8.956
H 0.512 1.013 7.978
H -2.426 0.352 7.395
H -1.252 -0.761 8.059
H -1.495 -1.228 5.702
H 0.119 -0.640 6.017
H -0.762 0.315 3.952
H -0.416 1.570 5.115
H -2.494 2.070 3.985
H -2.843 1.758 5.670
H -3.233 -0.237 3.371
H -4.511 0.673 4.178
H -3.626 -0.564 5.066
C 3.002 -0.136 2.332
C 3.664 1.235 2.244
C 3.479 1.889 0.876
C 4.080 1.121 -0.299
C 5.578 0.847 -0.203
C 6.429 2.112 -0.167
H 3.443 -0.848 1.632
H 3.110 -0.553 3.335
H 1.934 -0.064 2.117
H 4.725 1.148 2.495
H 3.226 1.894 2.998
H 3.894 2.900 0.908
H 2.406 2.010 0.690
H 3.877 1.688 -1.214
H 3.553 0.168 -0.416
H 5.876 0.250 -1.070
H 5.795 0.235 0.678
H 6.256 2.723 -1.055
H 7.490 1.860 -0.136
H 6.212 2.721 0.712
C 10.507 -3.575 -0.096
C 9.071 -3.063 -0.034
C 8.969 -1.583 0.330
C 9.515 -1.211 1.709
C 8.867 -1.953 2.876
C 7.371 -1.677 3.012
H 11.005 -3.501 0.871
H 10.528 -4.624 -0.396
H 11.091 -3.009 -0.825
H 8.496 -3.667 0.673
H 8.603 -3.209 -1.011
H 7.922 -1.272 0.261
H 9.505 -0.997 -0.423
H 9.381 -0.135 1.856
H 10.595 -1.383 1.734
H 9.366 -1.649 3.800
H 9.033 -3.030 2.781
H 7.184 -0.608 3.143
H 6.960 -2.196 3.879
H 6.816 -2.014 2.135
C 3.941 -0.631 -7.710
C 2.508 -0.468 -7.213
C 2.215 0.922 -6.650
C 3.046 1.312 -5.427
C 2.925 0.361 -4.237
C 1.512 0.273 -3.673
H 4.666 -0.508 -6.904
H 4.089 -1.625 -8.135
H 4.169 0.102 -8.487
H 2.290 -1.234 -6.464
H 1.824 -0.653 -8.045
H 1.149 0.986 -6.405
H 2.386 1.665 -7.435
H 2.745 2.316 -5.110
H 4.099 1.392 -5.710
H 3.594 0.711 -3.447
H 3.273 -0.638 -4.513
H 1.159 1.258 -3.355
H 1.488 -0.388 -2.804
H 0.807 -0.126 -4.406

Atomic forces in eV per Å
C 0.0 0.1 0.0
C 0.2 0.3 -0.5
O -0.1 0.2 -0.2
C 0.3 -0.3 0.7
C 0.0 -0.5 -0.1
O 0.1 0.4 0.4
C -0.1 -0.2 0.2
C 0.6 -0.2 -0.4
C -0.9 0.1 -0.1
C 0.2 0.2 -0.2
C -0.5 -0.2 0.2
I 0.2 -0.1 0.0
C 0.3 0.0 0.0
C -0.8 -0.1 -0.3
Cl 0.1 0.1 0.2
C 0.4 0.2 -0.4
C -0.3 -0.4 0.1
C -0.1 0.0 0.2
Cl -0.1 0.0 0.0
C 0.1 0.8 0.3
N -0.6 -0.6 0.0
C 0.6 0.3 -0.1
C -0.5 0.6 0.0
C 0.4 -0.3 0.0
C -0.2 -0.2 0.3
O -0.4 0.2 -0.7
O 0.1 0.2 0.1
C 0.0 -0.3 0.0
B 0.0 -0.2 -0.3
N -0.5 0.1 0.6
O -0.4 0.2 0.7
N 0.1 0.2 0.0
C -0.2 -0.5 -0.2
H 0.2 -0.1 0.1
H -0.1 0.1 -0.1
H 0.1 0.2 0.0
H 0.0 -0.3 0.0
H -0.1 -0.3 0.0
H 0.0 0.2 -0.1
H -0.2 -0.1 0.0
H 0.0 0.3 0.1
H -0.2 0.0 -0.3
H 0.2 0.2 0.1
H 0.3 -0.2 0.0
H 0.0 0.1 0.1
H 0.0 -0.1 0.1
H 0.1 0.1 -0.1
H 0.2 0.1 -0.3
H 0.4 0.0 0.1
H 0.1 0.0 0.2
H -0.3 -0.3 0.1
H 0.2 0.1 -0.1
H 0.0 0.2 0.1
H 0.0 0.2 0.1
H -0.1 -0.1 0.0
H 0.1 -0.2 -0.3
H 0.2 0.0 0.0
H 0.1 0.1 0.1
H 0.0 0.0 0.2
H 0.0 -0.3 -0.3
H 0.2 0.3 -0.2
H 0.5 -0.2 -0.5
C 0.0 -0.1 0.0
C 0.0 0.1 -0.1
C 0.0 -0.1 0.1
C 0.0 0.1 -0.1
C 0.0 0.0 0.1
C 0.1 0.0 -0.1
H 0.0 0.0 0.0
H 0.0 0.0 0.0
H 0.0 0.0 0.0
H 0.0 0.0 0.0
H 0.0 0.0 0.0
H 0.0 0.0 0.0
H 0.0 0.0 0.0
H 0.0 0.0 0.0
H 0.0 0.0 0.0
H 0.0 0.0 0.0
H 0.0 0.0 0.0
H 0.0 0.0 0.0
H 0.0 0.0 0.0
H 0.0 0.0 0.0
C -0.1 0.0 0.0
C 0.1 0.0 0.0
C 0.0 0.0 0.0
C 0.0 0.0 0.1
C 0.0 -0.1 -0.1
C 0.0 0.0 0.1
H 0.0 0.0 0.0
H 0.0 0.0 0.0
H 0.0 0.0 0.0
H 0.0 0.0 0.0
H 0.0 0.0 0.0
H 0.0 0.0 0.0
H 0.0 0.0 0.0
H 0.0 0.0 0.1
H 0.0 0.0 0.0
H 0.0 0.0 0.0
H 0.0 0.0 0.0
H 0.0 0.0 0.0
H 0.0 0.0 0.0
H 0.0 0.0 0.0
C 0.1 0.0 0.2
C -0.1 -0.1 0.0
C 0.0 0.1 0.0
C -0.1 -0.1 0.0
C 0.1 0.1 -0.1
C 0.0 -0.1 0.1
H 0.0 0.0 0.0
H 0.0 0.0 0.0
H 0.0 0.0 0.0
H 0.0 0.0 -0.1
H 0.0 0.0 0.0
H 0.0 0.0 0.0
H 0.0 0.0 0.0
H 0.0 0.0 0.0
H 0.0 0.0 0.0
H 0.0 0.0 0.0
H 0.0 0.0 0.0
H 0.0 0.0 0.0
H 0.0 0.0 0.0
H 0.0 0.0 0.0
C -0.1 -0.1 0.0
C 0.1 0.0 -0.1
C -0.1 0.1 0.0
C 0.1 0.0 0.0
C -0.1 0.1 0.0
C 0.1 -0.1 0.0
H 0.0 0.0 0.0
H 0.0 0.0 0.0
H 0.0 0.0 0.0
H 0.0 0.0 0.0
H 0.0 0.0 0.0
H 0.0 0.0 0.0
H 0.0 0.0 0.0
H 0.0 0.0 0.0
H 0.0 0.0 0.0
H 0.0 0.0 0.0
H 0.0 0.0 0.0
H 0.0 0.0 0.0
H 0.0 0.0 0.0
H 0.0 0.0 0.0
C -0.1 -0.1 0.0
C 0.0 0.0 -0.1
C 0.0 0.0 0.0
C 0.0 0.0 0.0
C 0.0 0.1 0.0
C 0.1 -0.1 0.1
H 0.0 0.0 0.0
H 0.0 0.0 0.0
H 0.0 0.0 0.0
H 0.0 0.0 0.0
H 0.0 0.0 0.0
H 0.0 0.0 0.0
H 0.0 0.0 0.0
H 0.0 0.0 0.0
H 0.0 0.0 0.0
H 0.0 0.0 0.0
H 0.0 0.0 0.0
H 0.1 0.0 0.0
H -0.1 0.0 0.0
H 0.0 0.0 0.0

Summary:
**Frontier orbital gap**: 0.3051 Eh
**SMILES string**: CCOCCOc1c(CCCI)c([C@H](Cl)CC)c(Cl)c2nc(CCC(=O)O)c(B(N)O)nc12.CCCCCC.CCCCCC.CCCCCC.CCCCCC.CCCCCC
**Multiplicity**: 1
**Total charge**: 0
**Relative energy (zero: lowest compared OMol25 entry of this formula, charge and spin)**: 1.3 kJ/mol
**Highest occupied orbital energy**: -8.889 eV